# 1
C4H8O3 as an isolated structure, computed with ωB97M-V/def2-TZVPD.

Energy relative to the best compared isomer or geometry (same formula, charge and spin) = 416.5 kJ/mol
Highest occupied orbital energy = -9.75 eV
Kohn-Sham gap = 10.66 eV
F_max = 0.0092 hartree/bohr

The geometry in ORCA input format:
```
! RIJCOSX wB97M-V def2-TZVPD def2/J DEFGRID3
* xyz 0 1
H -3.279 0.232 1.068
C 2.060 -0.166 -0.293
H -0.379 0.993 1.400
H 0.491 -1.179 0.778
C -0.378 -0.106 -0.855
O 0.559 0.859 1.190
O -2.220 0.783 0.903
H -0.022 -0.615 -1.752
H 2.207 0.751 -0.875
C 0.649 -0.209 0.276
C -2.510 -0.298 0.235
H 2.263 -1.031 -0.933
H -0.580 0.945 -1.083
O -1.640 -0.800 -0.589
H 2.779 -0.160 0.530
*
```

---

# 2
A 2-piece molecular cluster, C4H8O3 overall, computed with ωB97M-V/def2-TZVPD.

Energy relative to the best compared isomer or geometry (same formula, charge and spin) = 247.8 kJ/mol
Highest occupied orbital energy = -8.69 eV
Kohn-Sham gap = 8.44 eV
F_max = 0.0342 hartree/bohr

The geometry in ORCA input format:
```
! RIJCOSX wB97M-V def2-TZVPD def2/J DEFGRID3
* xyz 0 1
H 1.038 1.868 -0.077
H -2.500 -1.082 -1.314
C 1.550 0.023 0.811
O -2.291 1.015 0.876
H -3.735 -0.837 -0.055
H 1.733 0.688 -1.205
O 1.870 -1.222 0.617
H 1.829 -1.460 -0.321
C -1.826 0.004 0.409
H 1.439 0.287 1.854
H 2.764 1.525 -0.017
C 1.777 1.083 -0.192
H -2.442 -2.047 0.172
C -2.691 -1.075 -0.245
O -0.552 -0.340 0.367
*
```

---

# 3
The molecule C4H8O3, computed with ωB97M-V/def2-TZVPD.

Energy relative to the best compared isomer or geometry (same formula, charge and spin) = 140.7 kJ/mol
Highest occupied orbital energy = -10.42 eV
SMILES = COC(=O)CCO
Kohn-Sham gap = 11.27 eV
F_max = 0.0322 hartree/bohr

The geometry in ORCA input format:
```
! RIJCOSX wB97M-V def2-TZVPD def2/J DEFGRID3
* xyz 0 1
C 1.994 0.144 -0.197
H 3.855 0.136 0.493
H -3.601 0.220 0.617
H 0.834 -0.074 1.580
H 2.312 -0.523 -1.004
O -0.477 0.163 -1.429
H -2.977 -0.875 -0.639
O 2.973 0.346 0.812
C 0.716 -0.355 0.533
H 1.785 1.117 -0.687
H -2.862 0.881 -0.862
O -1.579 0.066 0.557
H 0.340 -1.395 0.582
C -2.826 0.077 -0.133
C -0.486 0.073 -0.223
*
```

---

# 4
A 2-piece molecular cluster, C4H8O3 overall, computed with ωB97M-V/def2-TZVPD.

Energy relative to the best compared isomer or geometry (same formula, charge and spin) = 205.3 kJ/mol
Highest occupied orbital energy = -10.14 eV
SMILES = C=C[C@@H](O)C=O.O
Kohn-Sham gap = 10.77 eV
F_max = 0.0106 hartree/bohr

The geometry in ORCA input format:
```
! RIJCOSX wB97M-V def2-TZVPD def2/J DEFGRID3
* xyz 0 1
H -1.859 1.353 -1.804
O 0.213 -1.041 1.368
H 1.452 1.857 0.120
H -0.703 -2.394 -1.589
H -0.372 0.905 1.754
O 0.207 -2.430 -1.274
H 0.152 -2.210 -0.331
C -1.192 1.430 -0.951
O 2.430 0.323 1.010
C -0.868 0.346 -0.256
H -1.270 -0.619 -0.538
H -0.822 2.424 -0.712
H 1.154 -1.122 1.615
C 1.425 0.886 0.648
C 0.053 0.291 0.939
*
```

---

# 5
A 2-piece molecular cluster, C4H8O3 overall, computed with ωB97M-V/def2-TZVPD.

Energy relative to the best compared isomer or geometry (same formula, charge and spin) = 281.9 kJ/mol
Highest occupied orbital energy = -9.62 eV
SMILES = C[C@@H](O)C(=O)C=O.[H][H]
Kohn-Sham gap = 9.99 eV
F_max = 0.0115 hartree/bohr

The geometry in ORCA input format:
```
! RIJCOSX wB97M-V def2-TZVPD def2/J DEFGRID3
* xyz 0 1
H 2.420 -1.425 -0.022
C 0.062 0.065 1.026
H 0.390 -0.670 -1.713
C 0.020 0.894 -0.256
H 1.002 1.374 -0.361
H -1.933 -0.954 1.193
H 2.451 -0.964 0.560
O -1.006 1.852 -0.032
C -0.340 0.120 -1.509
H -1.332 -0.334 -1.415
H -0.372 0.805 -2.360
C -0.846 -1.160 1.110
H -0.717 2.418 0.696
O 0.697 0.421 1.994
O -0.409 -2.282 1.082
*
```

---

# 6
A 3-piece molecular cluster, C4H8O3 overall, computed with ωB97M-V/def2-TZVPD.

Energy relative to the best compared isomer or geometry (same formula, charge and spin) = 755.9 kJ/mol
Highest occupied orbital energy = -7.76 eV
Kohn-Sham gap = 3.14 eV
F_max = 0.0530 hartree/bohr

The geometry in ORCA input format:
```
! RIJCOSX wB97M-V def2-TZVPD def2/J DEFGRID3
* xyz 0 1
O 1.517 1.187 0.658
H -3.469 0.368 -1.153
C -2.389 0.145 -1.057
H 2.848 1.622 2.105
H 1.236 -1.040 2.373
C 1.990 -0.262 2.466
H -0.578 -1.651 -1.203
C 2.133 0.892 1.695
C -1.515 1.233 -1.060
H 0.501 -1.031 -2.074
H -1.937 2.104 -1.466
O 0.368 -1.753 -1.426
O -2.105 -1.064 -0.841
H -0.400 1.166 -1.098
H 2.563 -0.232 3.401
*
```

---

# 7
C4H8O3 as an isolated structure, computed with ωB97M-V/def2-TZVPD.

Energy relative to the best compared isomer or geometry (same formula, charge and spin) = 420.2 kJ/mol
Highest occupied orbital energy = -10.15 eV
Kohn-Sham gap = 10.56 eV
F_max = 0.0117 hartree/bohr

The geometry in ORCA input format:
```
! RIJCOSX wB97M-V def2-TZVPD def2/J DEFGRID3
* xyz 0 1
O 0.595 0.522 -1.722
H 1.826 -1.478 -0.074
H -2.106 0.732 -1.873
H 1.573 -1.516 1.687
H 2.106 1.071 0.259
C 1.086 -1.347 0.723
H -0.285 0.188 1.426
H -2.826 0.401 -0.193
O 1.488 1.033 1.003
C -1.974 0.783 -0.780
O -1.182 1.663 -0.269
C 0.519 0.070 0.700
H 0.298 -2.097 0.590
H -1.101 -0.377 -0.767
C -0.017 0.353 -0.708
*
```

---

# 8
A 2-piece molecular cluster, C4H8O3 overall, computed with ωB97M-V/def2-TZVPD.

Energy relative to the best compared isomer or geometry (same formula, charge and spin) = 206.7 kJ/mol
Highest occupied orbital energy = -10.20 eV
SMILES = COC(=O)CC=O.[H][H]
Kohn-Sham gap = 10.92 eV
F_max = 0.0178 hartree/bohr

The geometry in ORCA input format:
```
! RIJCOSX wB97M-V def2-TZVPD def2/J DEFGRID3
* xyz 0 1
C 2.734 -0.201 0.558
H -3.681 -0.428 -0.871
C 0.611 -0.133 -0.416
H -1.306 0.226 -1.334
C -1.377 0.171 0.831
H -0.614 1.673 -0.501
H 2.731 -1.282 0.696
O -2.391 -0.472 0.904
H -0.820 0.459 1.740
C -0.743 0.581 -0.465
H 3.243 0.290 1.383
H -3.964 -0.231 -1.535
H 3.233 0.026 -0.387
O 0.944 -1.005 -1.176
O 1.399 0.326 0.572
*
```

---

# 9
The molecule C4H8O3S, computed with ωB97M-V/def2-TZVPD.

Energy relative to the best compared isomer or geometry (same formula, charge and spin) = 267.3 kJ/mol
Highest occupied orbital energy = -10.14 eV
SMILES = CS(=O)(=O)C1(O)CC1
Kohn-Sham gap = 10.74 eV
F_max = 0.0679 hartree/bohr

The geometry in ORCA input format:
```
! RIJCOSX wB97M-V def2-TZVPD def2/J DEFGRID3
* xyz 0 1
H -1.055 1.619 -1.815
H -2.758 1.295 -1.147
O 0.527 -1.371 -1.284
C 0.554 -0.670 -0.067
S -1.050 0.120 0.240
O -2.034 -0.913 0.191
C 1.338 -1.052 1.153
H 1.926 -1.929 1.083
O -0.826 0.705 1.557
C 1.825 0.000 0.223
H 2.710 -0.201 -0.321
C -1.690 1.518 -0.868
H -1.675 2.434 -0.213
H -0.328 -1.834 -1.424
H 1.804 1.034 0.647
H 0.732 -0.757 2.045
*
```

---

# 10
The molecule C4H8O3S, computed with ωB97M-V/def2-TZVPD.

Energy relative to the best compared isomer or geometry (same formula, charge and spin) = 305.2 kJ/mol
Highest occupied orbital energy = -9.58 eV
SMILES = CC(C)S(=O)(=O)C=O
Kohn-Sham gap = 9.93 eV
F_max = 0.0899 hartree/bohr

The geometry in ORCA input format:
```
! RIJCOSX wB97M-V def2-TZVPD def2/J DEFGRID3
* xyz 0 1
H 0.270 0.082 -1.910
H 1.636 1.967 0.792
C 1.127 0.027 -1.201
C 0.683 0.238 0.167
S -1.332 -0.272 0.100
H 1.556 -0.914 -1.155
H 1.906 0.752 -1.510
H -0.087 1.909 1.466
O -2.196 0.525 0.863
C 0.671 1.682 0.580
O -1.531 -0.434 -1.269
H 0.378 2.121 -0.338
O -0.349 -2.555 0.904
C -1.398 -2.068 0.729
H -2.430 -2.600 0.778
H 1.095 -0.461 1.005
*
```

---

# 11
C4H8O3Sr as an isolated structure, computed with ωB97M-V/def2-TZVPD.

Highest occupied orbital energy = -6.82 eV
Kohn-Sham gap = 6.50 eV
F_max = 0.0460 hartree/bohr

The geometry in ORCA input format:
```
! RIJCOSX wB97M-V def2-TZVPD def2/J DEFGRID3
* xyz 0 1
O -1.622 2.284 -0.111
H 1.230 -2.729 -0.803
C 2.599 -0.533 -0.012
C -2.683 3.161 -0.221
Sr -0.948 0.190 0.270
H 2.685 0.558 0.016
H 2.993 -0.913 -0.966
H 3.168 -0.973 0.819
C 0.894 -2.244 0.129
H -2.344 4.195 -0.432
H -3.279 3.212 0.712
H -3.389 2.887 -1.030
O -1.252 -3.281 0.282
C -0.643 -2.222 0.240
O 1.227 -0.854 0.112
H 1.364 -2.738 0.996
*
```

---

# 12
C4H8O3V as an isolated structure, computed with ωB97M-V/def2-TZVPD.

Highest occupied orbital energy (spin up / spin down) = -18.00 / -19.00 eV
Kohn-Sham gap (spin up / spin down) = 7.04 / 8.73 eV
F_max = 0.1279 hartree/bohr

The geometry in ORCA input format:
```
! RIJCOSX wB97M-V def2-TZVPD def2/J DEFGRID3
* xyz 2 4
H -1.704 -0.718 2.768
C -1.413 -1.336 1.908
H -2.337 0.041 0.500
C 1.866 1.093 -1.944
O 0.890 1.921 -1.832
H -1.144 -1.075 -0.246
O -0.367 0.506 0.832
O -0.013 1.030 -0.340
C -1.391 -0.499 0.655
H 2.460 1.123 -2.863
H 1.527 -0.992 -1.663
H 2.201 -0.080 -0.151
H -0.430 -1.783 2.104
C 1.746 -0.054 -1.145
H -2.154 -2.136 1.788
V 0.265 2.958 -0.371
*
```

---

# 13
A 2-piece molecular cluster, C4H8O4 overall, computed with ωB97M-V/def2-TZVPD.

Energy relative to the best compared isomer or geometry (same formula, charge and spin) = 171.4 kJ/mol
Highest occupied orbital energy = -10.15 eV
SMILES = O=CCCC(=O)O.O
Kohn-Sham gap = 10.58 eV
F_max = 0.0197 hartree/bohr

The geometry in ORCA input format:
```
! RIJCOSX wB97M-V def2-TZVPD def2/J DEFGRID3
* xyz 0 1
H -1.884 -1.233 1.458
C -0.536 0.104 1.278
O -1.788 0.340 -1.871
O -1.037 -1.114 0.998
H 3.052 -0.743 -0.117
C 0.704 0.332 0.445
H 1.317 1.112 0.871
H 0.595 -0.235 -1.678
O -1.063 0.874 2.037
H -1.374 1.995 -0.854
O 3.278 -1.633 -0.427
H 1.164 1.349 -1.347
C 0.408 0.632 -1.052
H 1.249 -0.606 0.595
H 3.759 -1.449 -1.242
C -1.016 1.045 -1.280
*
```

---

# 14
The molecule C4H8O4, computed with ωB97M-V/def2-TZVPD.

Energy relative to the best compared isomer or geometry (same formula, charge and spin) = 540.6 kJ/mol
Highest occupied orbital energy = -9.45 eV
SMILES = O=C(CO)[C@H](O)CO
Kohn-Sham gap = 9.85 eV
F_max = 0.1374 hartree/bohr

The geometry in ORCA input format:
```
! RIJCOSX wB97M-V def2-TZVPD def2/J DEFGRID3
* xyz 0 1
C 0.084 -0.156 1.253
C 0.612 -0.983 0.099
H -1.902 -1.588 -1.746
H 0.469 -1.729 -1.917
H -1.490 -0.795 0.579
H -0.462 2.087 1.640
O -1.528 -0.769 -1.553
C 0.028 1.497 0.801
O -1.127 -0.733 1.603
H 1.409 2.477 -0.121
H 0.938 -0.114 2.045
H 0.362 0.065 -1.897
O 1.485 1.671 0.720
O 1.590 -1.562 0.076
C -0.046 -0.806 -1.325
H -0.423 1.436 -0.257
*
```

---

# 15
The molecule C4H8O4, computed with ωB97M-V/def2-TZVPD.

Energy relative to the best compared isomer or geometry (same formula, charge and spin) = 276.1 kJ/mol
Highest occupied orbital energy = -10.23 eV
SMILES = O[C@@H]1OCCO[C@H]1O
Kohn-Sham gap = 11.06 eV
F_max = 0.0627 hartree/bohr

The geometry in ORCA input format:
```
! RIJCOSX wB97M-V def2-TZVPD def2/J DEFGRID3
* xyz 0 1
C 1.181 -0.266 0.145
C -1.397 -0.301 0.362
O -0.904 -0.483 -0.922
O 1.020 -1.559 0.527
H -1.136 1.257 1.929
O 0.719 1.042 -1.737
H 2.263 -0.013 0.015
H 1.319 -1.695 1.418
H -1.153 -1.165 0.945
O 0.683 0.670 1.175
H 0.930 -0.925 -1.793
C -0.728 0.942 0.926
H -0.789 1.764 0.215
H -2.508 -0.239 0.324
C 0.421 -0.221 -1.108
H 0.078 1.193 -2.421
*
```

---

# 16
The molecule C4H8O4P2, computed with ωB97M-V/def2-TZVPD.

Highest occupied orbital energy = -10.50 eV
SMILES = O=[PH2][C@H]1COC(=O)[C@H]1[PH2]=O
Kohn-Sham gap = 10.89 eV
F_max = 0.1073 hartree/bohr

The geometry in ORCA input format:
```
! RIJCOSX wB97M-V def2-TZVPD def2/J DEFGRID3
* xyz 0 1
O -1.623 2.308 1.282
O -0.335 2.001 -0.587
P 1.641 -1.429 0.180
H 1.707 1.923 0.007
C -1.060 1.635 0.554
H 1.079 -2.184 -0.878
C 0.911 1.338 -0.478
C 0.707 0.116 0.514
H 2.942 -1.000 -0.222
H -1.197 -0.377 1.502
H -2.972 -0.010 -0.949
O 1.819 -2.189 1.436
H -1.093 -0.831 -1.973
C -0.844 0.091 0.574
H 1.350 1.003 -1.429
O -2.213 -2.126 -0.293
P -1.799 -0.779 -0.745
H 0.981 0.512 1.502
*
```

---

# 17
A 2-piece molecular cluster, C4H8O5P overall, computed with ωB97M-V/def2-TZVPD.

Energy relative to the best compared isomer or geometry (same formula, charge and spin) = 236.8 kJ/mol
Highest occupied orbital energy = -3.21 eV
Kohn-Sham gap = 6.13 eV
F_max = 0.0429 hartree/bohr

The geometry in ORCA input format:
```
! RIJCOSX wB97M-V def2-TZVPD def2/J DEFGRID3
* xyz -1 1
H 0.792 0.819 1.925
O -1.804 -0.725 1.125
C 0.347 0.398 1.033
O 1.025 3.611 -1.112
H -0.188 -1.257 2.180
H 1.071 0.719 -0.962
H -1.836 0.060 -0.817
H 1.123 4.491 -1.499
C 0.478 1.107 -0.140
O 1.810 -2.297 0.549
H 2.214 -1.525 0.136
H 0.581 -0.821 -1.497
C -2.340 -0.595 -0.107
C -0.373 -0.912 1.172
H 0.041 2.091 -0.258
P 0.220 -2.314 0.096
O 0.225 -1.716 -1.426
O -3.387 -1.137 -0.399
*
```

---

# 18
C4H8O7RbS as an isolated structure, computed with ωB97M-V/def2-TZVPD.

Energy relative to the best compared isomer or geometry (same formula, charge and spin) = 0.0 kJ/mol
Highest occupied orbital energy = -2.99 eV
Kohn-Sham gap = 4.15 eV
F_max = 0.0281 hartree/bohr

The geometry in ORCA input format:
```
! RIJCOSX wB97M-V def2-TZVPD def2/J DEFGRID3
* xyz -1 1
Rb 0.740 3.423 2.575
H -3.566 -0.982 -2.293
O -1.048 -0.976 -1.637
H -0.552 1.005 0.460
C -1.582 -1.495 -0.695
C 0.098 0.455 1.151
C -3.418 -2.029 -2.033
O 2.732 2.135 1.524
O -1.119 -1.603 0.543
S 3.641 2.300 0.328
O 4.671 1.257 0.366
H -2.830 -2.547 -2.782
O 4.231 3.666 0.404
O 2.762 2.175 -0.869
O -2.780 -2.109 -0.738
H 0.566 -1.559 1.655
H 1.090 0.911 0.997
C 0.177 -1.016 0.796
H -0.251 0.618 2.177
H -4.399 -2.469 -1.874
H 0.838 -1.162 -0.054
*
```

---

# 19
A 3-piece molecular cluster, C4H8OS overall, computed with ωB97M-V/def2-TZVPD.

Energy relative to the best compared isomer or geometry (same formula, charge and spin) = 686.2 kJ/mol
Highest occupied orbital energy = -8.23 eV
Kohn-Sham gap = 8.52 eV
F_max = 0.1265 hartree/bohr

The geometry in ORCA input format:
```
! RIJCOSX wB97M-V def2-TZVPD def2/J DEFGRID3
* xyz 0 1
H -2.691 0.794 1.232
C 2.288 -0.117 -0.462
H 1.025 -0.059 1.357
H 1.537 0.648 -1.178
O -0.873 0.739 -0.155
H 2.823 -0.969 -1.165
C 1.103 -0.728 0.579
H 1.125 -1.827 0.740
H -3.086 -0.117 -0.609
C -0.413 -0.417 -0.050
S -1.546 -1.735 -0.189
H 3.237 0.746 0.404
C -2.334 1.034 -0.020
H -2.196 2.010 -0.482
*
```

---

# 20
The molecule C4H8OS, computed with ωB97M-V/def2-TZVPD.

Energy relative to the best compared isomer or geometry (same formula, charge and spin) = 98.5 kJ/mol
Highest occupied orbital energy = -9.43 eV
SMILES = OCC1(S)CC1
Kohn-Sham gap = 10.19 eV
F_max = 0.0315 hartree/bohr

The geometry in ORCA input format:
```
! RIJCOSX wB97M-V def2-TZVPD def2/J DEFGRID3
* xyz 0 1
C 0.798 -1.192 0.893
H 0.740 1.767 -1.225
C 1.251 -1.242 -0.539
C 0.205 -0.258 -0.124
H 0.112 -1.995 1.255
H -1.378 -1.576 -0.664
H 2.255 -0.866 -0.767
C -1.229 -0.481 -0.576
H -1.381 -0.041 -1.581
H 0.935 -2.075 -1.140
O -2.174 0.003 0.350
H -1.975 0.967 0.495
S 0.656 1.477 0.079
H 1.448 -0.798 1.641
*
```